Below is C33H28IN7O2S2Zn as an isolated structure, with properties calculated with ωB97M-V/def2-TZVPD.

```
74
Properties=species:S:1:pos:R:3:forces:R:3
Zn 1.353433 0.372237 0.921999 0.721 -0.312 -0.556
S -0.916443 -0.516893 0.797905 -0.401 -0.192 -0.757
C -1.261657 -0.264224 -0.835282 -2.233 1.352 0.637
N -2.534480 -0.002521 -1.244720 1.581 0.062 0.134
C -2.894944 0.265069 -2.649146 0.112 1.070 0.193
C -1.930688 -0.426091 -3.570182 0.168 -1.105 0.956
N -0.508774 -0.238398 -3.129509 -0.571 -0.253 0.841
C 0.505506 -0.472234 -4.167362 0.633 -1.362 -1.170
C 0.576795 0.610589 -5.221084 0.172 1.676 -0.652
C 0.749704 0.375535 -6.599074 -0.300 -0.500 0.546
C 0.751618 1.421945 -7.528762 0.311 0.832 0.486
C 0.681520 2.765572 -7.108025 -0.023 -0.653 0.256
C 0.569618 2.997830 -5.723839 0.207 0.767 -0.721
C 0.532791 1.976625 -4.815885 -0.133 -2.158 0.322
C -0.177649 -0.089908 -1.836461 0.738 -0.379 -2.268
S 1.459159 0.250727 -1.431810 -0.934 -0.047 0.249
C -3.566383 0.461855 -0.307876 -0.531 0.077 0.816
C -4.765635 -0.486489 -0.184463 -1.238 0.377 -0.137
C -6.089363 -0.031334 -0.348808 0.739 0.053 -0.735
C -7.157287 -0.908621 -0.413382 -0.054 -0.433 0.934
C -6.974224 -2.274694 -0.216316 0.717 0.463 -0.680
C -5.661877 -2.760136 -0.066725 -1.604 0.044 0.283
C -4.631174 -1.852593 0.022513 2.624 -0.272 0.091
H -2.959965 1.379294 -2.829760 0.343 -0.988 0.316
H -3.916402 -0.105191 -2.791253 0.239 -0.130 -0.057
H -2.050486 -0.063037 -4.573520 0.246 0.205 -0.472
H -2.179136 -1.510207 -3.553706 0.446 0.477 -0.130
H 0.290871 -1.475884 -4.695653 0.016 1.401 0.974
H 1.469806 -0.602020 -3.644701 -0.484 0.083 -0.393
H 0.900099 -0.649363 -6.963914 -0.257 0.393 0.145
H 0.867874 1.190089 -8.578524 -0.005 -0.009 0.001
H 0.751992 3.611637 -7.821348 -0.168 -0.780 0.560
H 0.545718 4.005470 -5.331036 -0.006 0.129 -0.192
H 0.496632 2.139971 -3.741969 -0.119 0.421 -0.099
H -3.888862 1.437428 -0.715265 -0.127 -0.424 0.116
H -3.068186 0.687930 0.655492 -0.371 -0.371 -0.479
H -6.316686 0.996152 -0.560478 0.194 0.519 0.088
H -8.161889 -0.524362 -0.517737 0.005 0.084 -0.162
H -7.849786 -2.902664 -0.286154 0.175 -0.339 0.112
H -5.533503 -3.834007 0.003339 0.348 0.154 0.181
H -3.584270 -2.188763 0.243030 -1.022 -0.076 -0.355
O 2.825876 -1.924406 7.883659 -0.048 -1.130 -2.605
N 2.834295 -2.434682 6.725167 1.246 -0.706 4.482
O 3.300009 -3.549581 6.509607 -0.611 1.126 -0.244
C 2.310146 -1.631671 5.689257 -1.583 2.690 0.349
C 1.724606 -0.404423 6.100043 1.537 -2.832 -1.368
C 1.242046 0.470123 5.111281 -0.535 0.213 -0.302
C 0.572204 1.641753 5.485340 -0.091 0.372 0.342
C 0.090722 2.478508 4.506624 -0.053 0.232 0.802
C 0.296753 2.149845 3.185359 0.372 -1.012 -1.730
N 0.995498 1.062769 2.780654 -1.134 0.644 1.455
C 1.370102 0.176978 3.742152 0.671 0.500 0.212
C 1.936302 -1.080289 3.342469 0.485 -1.547 -0.550
N 1.957084 -1.303896 1.986123 0.377 -2.292 0.482
C 2.290513 -2.560315 1.515503 0.782 2.318 3.018
C 2.744141 -3.546849 2.404239 0.570 0.062 0.857
C 2.770324 -3.329511 3.816884 -0.397 -0.619 -1.267
C 2.368911 -2.066155 4.332475 -0.643 0.807 -2.028
H 1.692112 -0.114987 7.134551 0.025 -0.204 0.194
H 0.411189 1.849576 6.555591 0.156 -0.005 -0.650
H -0.422606 3.388464 4.778641 -0.170 -0.016 -0.138
H -0.186480 2.678822 2.355240 0.468 0.263 0.504
H 2.400109 -2.668442 0.473885 -0.272 -0.114 -1.121
H 3.232726 -4.444362 1.958028 -0.888 0.561 0.640
H 3.008376 -4.177043 4.495403 0.100 1.019 -0.701
I 7.190524 2.069115 2.833714 -0.088 -0.020 -0.068
C 5.583650 1.832995 1.566893 -0.105 0.795 -0.734
C 5.481028 2.221494 0.227656 0.033 -0.268 1.008
N 4.247557 1.897165 -0.170863 -0.880 -0.063 -0.802
N 3.490054 1.375734 0.825677 0.244 0.022 0.156
C 4.307230 1.377398 1.885811 0.067 -0.256 -0.519
H 6.141390 2.792081 -0.392938 0.311 -0.193 -0.256
H 3.880387 1.962864 -1.130685 0.221 0.044 0.964
H 3.989839 1.044608 2.846009 -0.321 -0.250 0.399
```
Forces are in eV/Å.

- gap between HOMO and LUMO (eV) = 6.31
- HOMO level (eV) = -13.281
- net charge = +2
- max |F| (eV/Å) = 4.7
- calculated total energy (eV) = -127375.120